22
Properties=species:S:1:pos:R:3:mulliken_charge:R:1 method="wB97M-V/def2-TZVPD" smiles="C=CCC(=C)CC[NH3+]" e_tot_ha=-329.5738 charge=+1 lumo_energy_ev=-3.64 relative_energy_ev=0.9191
C 0.507 -3.463 0.785 -0.88
C 0.416 -2.140 0.793 -0.25
C -0.063 -1.330 -0.388 -0.45
C 0.571 0.049 -0.504 0.53
C 1.841 0.173 -0.111 -1.10
C -0.120 1.203 -1.150 -1.06
C -1.383 1.680 -0.459 -0.53
N -0.973 2.381 0.822 -0.26
H 0.930 -3.982 1.631 0.27
H 0.054 -3.970 -0.053 0.27
H 0.759 -1.558 1.644 0.40
H -1.151 -1.371 -0.461 0.39
H 0.240 -1.837 -1.310 0.35
H 2.348 1.135 -0.135 0.29
H 2.460 -0.638 0.231 0.44
H -0.366 0.901 -2.166 0.40
H 0.534 2.063 -1.309 0.42
H -1.967 2.293 -1.138 0.35
H -2.026 0.867 -0.125 0.36
H -0.953 3.395 0.751 0.35
H -1.614 2.110 1.566 0.36
H -0.042 2.039 1.087 0.34